Entry from OMol25: a cluster of 2 separate species, CH6S4 in total at a distorted geometry (wB97M-V/def2-TZVPD).

Output
- Energy relative to the best compared isomer or geometry (same formula, charge and spin): 19.6 kJ/mol
- Total energy: -1634.1073 a.u.
- Kohn-Sham gap (alpha / beta): 5.83 / 2.91 eV
- <S²>: 0.75

```
! RIJCOSX wB97M-V def2-TZVPD def2/J DEFGRID3
* xyz 1 2
S 2.96979 -0.06471 0.16610
S 3.87879 -1.92918 -0.00433
H 2.91508 0.04142 1.49249
H 3.29701 -2.49845 1.04593
C -1.37249 -0.21331 -0.00242
S -2.91554 0.68322 -0.27273
S -2.14094 2.48358 -0.95942
H -0.87563 -0.42604 -0.95309
H -1.65532 -1.17602 0.42176
H -0.73057 0.42322 0.59999
H -3.37017 2.67629 -1.53430
*
```

Here are the natural (NBO) charges for atoms 1 to 2, given in e:
1 S -0.171
2 S -0.093